[1]
13 unconnected molecules or ions with the total composition C22H63ClFNO18S, computed with wB97M-V/def2-TZVPD.

Last column: Mulliken charge in e.
Geometry (Å):
Cl -0.31 -5.16 1.40  -0.119
S -2.63 -3.05 1.57  1.115
F -3.04 -2.48 -1.62  -0.472
O -2.76 -3.40 3.10  -0.781
O -2.70 -1.36 1.47  0.257
O -4.66 0.17 3.53  -0.633
O 6.37 1.74 1.23  -0.605
O 0.16 -2.73 3.48  -0.184
O 1.72 -3.79 4.29  -0.301
O -5.72 2.34 -0.35  -0.567
O -7.04 -0.71 1.63  -0.566
O 8.10 -2.39 1.77  -0.621
O -5.13 -4.27 4.97  -0.643
O -0.26 5.61 -2.67  -0.392
O 8.39 -0.15 0.13  -0.713
O 2.53 -1.85 -4.07  -0.539
O -4.20 4.21 0.83  -0.558
O 3.90 -0.27 4.65  -0.615
O -3.86 -3.79 0.92  -0.629
O -2.23 8.24 -0.97  -0.656
O 4.11 -4.18 -4.36  -0.558
N 1.17 -2.69 4.37  0.132
C -2.16 -0.81 0.22  0.416
C -4.81 -0.86 -0.56  0.158
C 0.79 0.12 -2.15  0.333
C -0.19 1.20 -2.98  0.419
C 2.71 -1.95 -0.12  0.004
C -2.17 1.50 1.76  -0.832
C -0.58 -1.11 -0.10  0.132
C -5.85 -2.08 -0.96  -0.997
C 0.75 4.56 -2.98  -0.387
C 0.76 2.06 -4.05  -0.633
C -0.98 -3.54 0.82  -0.139
C 1.53 -2.87 0.45  -1.581
C -3.25 -1.14 -0.95  0.349
C 0.11 -2.27 0.88  0.920
C 3.90 0.36 -0.59  -0.766
C -2.30 0.85 0.42  -0.530
C -0.91 5.35 -1.37  -0.110
C 2.99 -0.49 0.53  0.873
C 0.21 3.60 -4.21  -0.550
C -0.15 -1.18 -1.67  -0.886
C 4.04 -0.72 1.81  -0.600
C 0.31 -1.70 2.44  0.021
H -4.39 5.10 0.49  0.253
H -3.00 -0.37 -1.83  0.350
H 2.56 -1.84 -1.30  -0.387
H 8.82 -2.56 2.40  0.297
H 1.33 -3.71 -0.37  0.390
H 1.83 2.09 -3.59  0.229
H -1.29 4.23 -1.33  -0.046
H -7.75 -1.23 2.02  0.282
H 0.80 1.47 -5.07  0.338
H 6.43 2.69 1.05  0.246
H 1.72 5.13 -3.35  0.304
H 3.50 -0.84 2.83  0.078
H 7.09 1.58 1.86  0.309
H -0.48 -0.84 2.71  -0.154
H -5.20 0.09 -1.18  0.267
H 4.65 0.30 1.87  0.184
H 3.48 -2.04 -3.99  0.253
H 5.01 -4.53 -4.29  0.279
H -0.11 5.53 -0.54  0.230
H 3.58 0.11 -1.70  0.216
H 1.61 -0.21 -2.94  -0.151
H 0.65 4.01 -5.23  0.282
H -6.89 -1.54 -1.19  0.321
H -2.48 1.48 -0.57  0.295
H 7.61 0.38 0.38  0.385
H -5.57 -2.65 -1.95  0.295
H -4.94 -5.21 5.12  0.300
H -5.91 3.23 -0.69  0.246
H 3.75 1.52 -0.34  0.163
H -1.84 6.07 -1.26  0.139
H -0.68 1.98 -2.21  -0.630
H 2.06 0.11 0.91  -0.065
H -1.18 -3.68 -0.35  0.596
H 8.16 -1.44 1.59  0.348
H -6.07 -2.78 -0.04  0.172
H -5.02 -0.61 0.56  -0.375
H -3.83 4.37 1.71  0.299
H -1.50 8.78 -0.62  0.319
H 1.36 -1.21 2.62  -0.026
H -0.96 3.70 -4.30  0.270
H -2.07 8.22 -1.93  0.337
H 5.03 0.07 -0.38  -0.008
H -3.98 -0.52 3.45  0.255
H -4.36 -3.95 4.46  0.394
H -1.01 0.67 -3.62  0.295
H -3.15 2.04 2.17  0.096
H 8.05 -0.75 -0.54  0.353
H 1.22 0.73 -1.25  -0.029
H 3.55 -4.96 -4.45  0.287
H -5.35 2.50 0.53  0.340
H 2.19 -2.58 -4.61  0.228
H -0.02 -0.13 0.30  -0.034
H 3.18 -0.79 5.04  0.285
H -4.91 0.16 4.47  0.281
H 4.85 -1.55 1.58  0.230
H -1.01 -1.18 -2.47  0.704
H -6.41 -0.59 2.36  0.296
H 3.73 -2.56 -0.02  0.510
H 4.52 -0.15 5.38  0.269
H -1.16 1.43 2.35  0.134
H 0.51 -2.13 -1.98  0.209
H 1.05 3.92 -2.04  0.199
H 1.97 -3.48 1.38  0.305

Computed properties:
HOMO in eV: -8.378
Largest force on an atom in eV/A: 8.90
HOMO-LUMO gap in eV: 7.89
Net charge: 0
2S+1: 1
DFT total energy in eV: -88237.3597


[2]
9 unconnected molecules or ions with the total composition C22H63NO13, computed with wB97M-V/def2-TZVPD.

Last column: Mulliken charge in e.
Geometry (Å):
O 1.25 -1.28 5.07  -0.638
O -5.10 -4.17 1.23  -0.609
O -4.32 0.93 0.99  -0.090
O -1.16 -1.56 1.16  -0.407
O -4.76 1.38 -1.62  -0.524
O -2.35 3.82 -1.73  -0.563
O 2.71 -1.09 2.70  -0.227
O -1.85 0.68 2.60  -0.529
O 2.61 0.11 -0.05  -0.633
O 3.04 -0.98 -2.47  -0.551
O 6.65 -0.38 -4.96  -0.362
O -7.19 1.20 0.05  -0.601
O 1.78 1.90 -1.81  -0.059
N 3.95 1.57 -3.63  -0.293
C 4.74 -0.78 3.80  -1.285
C -1.03 -1.72 4.88  -0.890
C -6.64 1.37 1.37  -0.670
C 3.94 2.56 -2.62  -0.798
C 0.07 -0.88 4.52  0.811
C -1.47 -2.54 -0.72  -1.773
C 1.87 -1.18 -1.83  -0.567
C 2.24 -1.20 -0.39  0.174
C -4.50 -2.98 1.71  0.375
C -5.56 0.43 1.45  -0.406
C 4.05 -1.43 2.66  -0.124
C 5.31 1.35 -4.11  -0.842
C 5.30 0.04 -4.81  -0.001
C 2.50 2.79 -2.26  -0.865
C -4.27 2.65 -1.98  -0.187
C -1.28 1.57 1.72  0.059
C 0.18 1.49 1.82  -0.673
C 6.67 -1.74 -5.44  -0.803
C 0.43 2.24 -1.80  -0.683
C -3.22 2.94 -1.10  -0.111
C -3.49 -3.20 2.69  -0.939
C -1.54 -1.24 -0.13  2.732
H -0.77 -0.53 -0.57  -1.516
H 4.63 0.28 3.77  0.309
H 4.51 3.42 -2.88  0.626
H 4.39 2.07 -1.75  0.279
H 0.32 3.15 -1.19  0.563
H 5.69 2.10 -4.75  0.405
H 4.05 -2.52 2.72  0.310
H -5.76 -0.56 1.03  0.332
H 5.80 -0.95 3.75  0.428
H 2.24 0.69 -0.71  0.329
H -1.17 -0.79 1.77  -0.179
H -2.56 -0.78 -0.22  -0.290
H 1.48 -2.20 -2.06  0.359
H 2.00 3.23 -3.19  0.367
H -4.70 0.68 -2.36  0.238
H -1.24 -1.83 5.97  0.390
H -3.60 3.31 -0.17  0.351
H -3.30 -2.18 3.03  -0.009
H 0.17 -0.91 3.45  -0.362
H -2.60 2.05 -0.85  -0.051
H -1.71 2.57 1.81  0.646
H 0.02 2.43 -2.79  0.573
H -6.31 2.41 1.54  0.240
H -2.14 -3.28 -0.31  0.406
H -4.02 -2.54 0.85  -0.235
H -1.59 -2.49 -1.75  0.516
H -1.87 -1.36 4.29  -0.028
H -0.40 -2.84 -0.62  0.218
H 0.50 1.79 2.81  0.451
H 0.59 2.22 1.17  0.644
H -2.77 0.61 2.34  0.285
H -6.42 1.23 -0.53  0.466
H 3.60 -1.77 -2.36  0.289
H 6.41 -2.44 -4.67  0.267
H 2.65 -0.28 2.11  0.038
H 4.38 -1.17 4.81  0.274
H -2.20 3.60 -2.64  0.295
H 1.37 -1.38 0.23  -0.270
H -0.14 1.41 -1.47  -0.439
H 4.70 -0.71 -4.28  0.053
H 3.03 -1.88 -0.10  0.659
H -4.42 1.20 0.03  -0.048
H -3.81 -3.76 3.53  0.506
H -5.17 -2.24 2.14  0.190
H 5.98 -1.90 -6.22  0.367
H 4.49 -1.12 1.69  0.186
H 1.11 -0.46 -2.07  0.196
H -0.77 -2.66 4.42  0.328
H -1.49 1.13 0.76  -0.389
H 4.90 0.11 -5.84  0.261
H -5.08 3.40 -2.02  0.192
H 3.62 0.72 -3.18  0.364
H -0.09 0.19 4.79  0.137
H -2.59 -3.68 2.47  0.398
H -3.93 2.54 -3.06  0.402
H 5.99 1.36 -3.30  0.409
H 2.44 3.68 -1.60  0.482
H 1.96 -1.10 4.50  0.454
H -7.43 1.14 2.07  0.401
H -5.36 0.37 2.50  0.385
H -5.42 -3.97 0.32  0.347
H 7.70 -1.93 -5.76  0.275
H 0.55 0.47 1.68  -0.519

Computed properties:
HOMO in eV: -8.664
Energy relative to the best compared isomer or geometry (same formula, charge and spin) in kJ/mol: 18.63
Largest force on an atom in eV/A: 11.43
HOMO-LUMO gap in eV: 8.27
Net charge: 0
SMILES: COCCNCCOC.OCCO.OCCO.OCCO.CCO.CCO.CCO.CCO.CCO
2S+1: 1
DFT total energy in eV: -51935.0152